{"formula": "C16H20Br2O5", "method": "the ωB97M-V functional and the def2-TZVPD basis", "smiles": "COc1c(Br)c(OC)c2c(c1C(C)=O)OC(C)(C)[C@@H](OC)[C@@H]2Br", "relative_energy_kcal_mol": 43.7, "homo_lumo_gap_ev": 9.3, "homo_ev": -8.9, "e_tot_ha": -6145.785156, "lumo_ev": 0.423, "species": ["O", "Br", "Br", "O", "O", "O", "O", "C", "C", "C", "C", "C", "C", "C", "C", "C", "C", "C", "C", "C", "C", "C", "C", "H", "H", "H", "H", "H", "H", "H", "H", "H", "H", "H", "H", "H", "H", "H", "H", "H", "H", "H", "H"], "positions_angstrom": [[1.4327, 1.2337, 3.5844], [1.7078, 4.1698, -1.6235], [0.9668, -1.2920, -2.9947], [2.3457, 3.0966, 1.1683], [0.3406, 1.7971, -2.7905], [-1.5582, -2.9827, -1.2812], [-0.2271, -0.9312, 1.2628], [1.7563, 0.7516, 2.5468], [1.1110, 2.5199, -0.7913], [1.5996, 2.2100, 0.5114], [0.5099, 1.5382, -1.5029], [0.3575, 0.1912, 0.4992], [1.0956, 1.1209, 1.2026], [0.1490, 0.3381, -0.8726], [1.7331, 4.3011, 1.5901], [-0.9243, 2.3184, -2.9989], [-1.2018, -4.1503, -2.0235], [2.8995, -0.2552, 2.5684], [-1.5880, -2.9158, 1.4883], [-2.5161, -0.6502, 0.5976], [-0.3855, -0.8885, -1.5612], [-0.6653, -2.1444, -0.6171], [-1.2758, -1.6491, 0.7444], [1.7406, 4.4333, 2.7250], [0.6609, 4.4158, 1.3841], [2.2436, 5.1252, 1.0101], [-1.6821, 1.5675, -3.1073], [-1.3191, 2.9666, -2.1456], [-1.0547, 2.7544, -3.9691], [-2.1385, -4.5262, -2.5477], [-0.3844, -3.9896, -2.7664], [-0.7863, -4.9766, -1.3965], [3.2927, -0.4900, 1.5524], [2.4266, -1.0584, 3.1204], [3.7209, 0.2221, 3.0934], [-0.6590, -3.5726, 1.4635], [-2.4665, -3.5246, 1.1348], [-1.7430, -2.6428, 2.5907], [-2.1661, 0.3810, 0.2083], [-3.2526, -0.9531, -0.1558], [-3.0123, -0.4400, 1.5763], [-1.3549, -0.7093, -2.0855], [0.2709, -2.7098, -0.3921]], "forces_ev_per_a": [[-0.8, 0.8, 0.9], [-0.5, -1.0, 0.3], [-0.6, -0.4, 0.4], [0.8, 0.2, 0.8], [-0.2, -0.3, -1.6], [-1.1, -0.5, -0.5], [3.2, 2.8, 0.8], [0.3, 0.1, -0.9], [2.2, 0.8, 1.7], [-2.2, 1.0, -0.7], [0.3, -0.7, 0.9], [-1.6, -1.8, 0.4], [1.4, -1.0, 0.6], [-0.6, -1.2, 0.8], [-0.1, 1.9, 0.8], [-2.5, 0.8, 0.5], [0.5, -0.6, -0.4], [-0.2, 0.8, -1.5], [0.6, -0.7, 2.6], [0.8, 1.0, -0.4], [-0.6, -0.3, -0.3], [0.5, 0.6, -1.4], [-1.8, 0.5, -3.6], [0.7, -0.3, -1.5], [0.2, -0.7, -0.5], [-0.5, -0.6, 1.2], [-0.4, -1.2, 0.5], [0.9, -0.4, -1.2], [0.8, 1.0, -0.4], [1.2, 0.6, 0.7], [-0.8, 0.3, 0.3], [-0.6, 0.6, 0.1], [-0.6, -0.3, 0.8], [0.6, -0.6, 0.0], [-0.1, -0.2, 0.4], [-1.2, 0.6, 0.1], [0.9, 1.1, 0.1], [0.0, -0.5, -1.4], [-0.3, -1.6, 0.7], [0.1, -0.4, 0.4], [0.4, -0.5, -0.7], [0.9, -0.1, 0.2], [-0.4, 0.7, 0.0]], "nbo_charge": [-0.516, 0.069, -0.021, -0.522, -0.507, -0.572, -0.526, 0.623, -0.174, 0.332, 0.368, 0.367, -0.232, -0.226, -0.269, -0.263, -0.252, -0.719, -0.628, -0.654, -0.218, 0.082, 0.243, 0.202, 0.189, 0.200, 0.167, 0.183, 0.206, 0.203, 0.188, 0.169, 0.220, 0.249, 0.244, 0.217, 0.249, 0.225, 0.216, 0.224, 0.229, 0.239, 0.195]}



{"formula": "C6H12O", "method": "the ωB97M-V functional and the def2-TZVPD basis", "smiles": "C[C@H]1OCC1(C)C", "relative_energy_kcal_mol": 63.4, "homo_lumo_gap_ev": 10.5, "homo_ev": -9.6, "e_tot_ha": -310.958201, "lumo_ev": 0.956, "species": ["C", "C", "O", "C", "C", "C", "C", "H", "H", "H", "H", "H", "H", "H", "H", "H", "H", "H", "H"], "positions_angstrom": [[-1.2731, -1.8334, 0.2696], [-0.4991, -0.6200, 0.7639], [0.7662, -1.0027, 1.3579], [1.4884, -0.4476, 0.2435], [0.2468, 0.3086, -0.1931], [0.3191, 1.8443, 0.5619], [-0.1253, 0.5048, -1.6553], [-1.5212, -2.4594, 1.1359], [-2.2140, -1.5481, -0.2165], [-0.6929, -2.4456, -0.4296], [-1.1219, -0.0321, 1.4469], [1.8705, -1.2343, -0.4285], [2.3095, 0.2179, 0.5269], [0.6250, 1.6949, 1.6003], [-0.6344, 2.4198, 0.6066], [1.0443, 2.5838, 0.1430], [-0.0765, 1.5361, -1.3144], [-1.1372, 0.2299, -1.9894], [0.6259, 0.2832, -2.4297]], "forces_ev_per_a": [[0.1, 0.1, -0.1], [-0.3, 0.1, 0.2], [0.1, -0.3, 0.3], [0.3, 0.1, 0.0], [0.2, 1.1, 1.2], [0.0, -1.1, 0.0], [0.1, 1.2, 0.5], [0.1, 0.1, -0.2], [0.2, 0.0, 0.1], [0.0, 0.2, 0.1], [0.0, -0.3, 0.2], [-0.3, 0.2, 0.1], [0.1, -0.3, 0.2], [0.0, -0.1, 0.0], [0.2, -0.9, -0.3], [-0.2, -1.0, -0.2], [-0.8, 1.0, -3.1], [0.4, 0.0, 0.4], [-0.2, -0.1, 0.6]], "nbo_charge": [-0.636, 0.102, -0.537, -0.064, -0.041, -0.661, -0.677, 0.225, 0.212, 0.212, 0.173, 0.173, 0.177, 0.220, 0.213, 0.213, 0.256, 0.221, 0.220]}



{"formula": "C26H43F10GaNO17", "method": "the ωB97M-V functional and the def2-TZVPD basis", "homo_lumo_gap_ev": 7.5, "homo_ev": -5.8, "e_tot_ha": -5273.948448, "total_charge": -1, "lumo_ev": 1.655, "species": ["O", "C", "F", "N", "C", "O", "Ga", "C", "F", "F", "C", "F", "F", "C", "F", "F", "C", "F", "F", "F", "H", "H", "H", "C", "C", "O", "C", "O", "O", "C", "H", "H", "H", "H", "H", "H", "H", "H", "C", "C", "O", "C", "O", "O", "C", "H", "H", "H", "H", "H", "H", "H", "H", "C", "C", "O", "C", "O", "O", "C", "H", "H", "H", "H", "H", "H", "H", "H", "C", "C", "O", "C", "O", "O", "C", "H", "H", "H", "H", "H", "H", "H", "H", "C", "C", "O", "C", "O", "O", "C", "H", "H", "H", "H", "H", "H", "H", "H"], "positions_angstrom": [[2.1724, 4.7052, 9.7569], [2.1112, 5.5116, 8.8513], [3.0956, 6.3772, 8.6673], [1.0243, 5.6537, 8.0074], [1.2519, 5.6390, 6.5664], [2.3411, 5.9603, 6.1372], [-0.2561, 5.1319, 5.2378], [-0.2347, 3.0979, 4.8244], [-0.2054, 2.8256, 3.4843], [-1.3847, 2.5359, 5.3118], [0.8829, 2.2813, 5.4641], [0.6682, 0.9465, 5.2945], [0.8476, 2.4960, 6.7905], [2.3095, 2.6051, 4.9326], [3.0973, 2.8912, 5.9900], [2.3249, 3.6515, 4.1096], [2.9870, 1.4221, 4.1913], [2.2109, 0.9463, 3.2089], [4.1159, 1.8933, 3.6165], [3.3377, 0.4429, 5.0254], [0.3489, 4.9513, 8.2703], [-1.7045, 5.6184, 5.7126], [0.0794, 5.8936, 3.8717], [0.1148, 1.0736, 0.7370], [0.0978, -0.3638, 1.2037], [-0.3805, -1.2597, 0.1759], [0.4869, -1.5441, -0.7879], [1.6198, -1.1565, -0.8762], [-0.1251, -2.3563, -1.6581], [0.6678, -2.6921, -2.7948], [-0.8693, 1.3669, 0.3669], [0.3898, 1.7310, 1.5573], [0.8286, 1.2174, -0.0740], [-0.5992, -0.4753, 2.0332], [1.0772, -0.6885, 1.5508], [1.6305, -3.1003, -2.4933], [0.8125, -1.8158, -3.4261], [0.1190, -3.4455, -3.3539], [-1.1687, -3.7902, -9.8994], [-1.5717, -3.2062, -8.5623], [-0.8268, -3.7893, -7.4816], [0.4183, -3.3453, -7.3448], [0.9525, -2.4992, -8.0112], [0.9743, -3.9926, -6.3193], [2.3437, -3.6591, -6.0869], [-1.2547, -4.8778, -9.8818], [-1.8077, -3.3977, -10.6902], [-0.1349, -3.5449, -10.1398], [-2.6149, -3.4365, -8.3564], [-1.4652, -2.1222, -8.5497], [2.4732, -2.5847, -5.9768], [2.9659, -4.0307, -6.8996], [2.6340, -4.1489, -5.1616], [5.2540, 2.0563, 8.4211], [5.1623, 0.5816, 8.1015], [6.4378, 0.0297, 7.7198], [7.2812, -0.2101, 8.7125], [7.0783, -0.0501, 9.8868], [8.4144, -0.6886, 8.1841], [9.4430, -0.9311, 9.1405], [5.6983, 2.6016, 7.5874], [4.2629, 2.4646, 8.6169], [5.8754, 2.2323, 9.2985], [4.5149, 0.4276, 7.2427], [4.7482, 0.0137, 8.9344], [9.0888, -1.5740, 9.9436], [9.8081, 0.0098, 9.5503], [10.2500, -1.4284, 8.6093], [-3.9130, -0.5497, -0.3317], [-3.3862, -1.7383, 0.4427], [-4.3443, -2.2010, 1.4162], [-5.3559, -2.9083, 0.9366], [-5.5355, -3.2228, -0.2111], [-6.1521, -3.2368, 1.9597], [-7.3259, -3.9503, 1.5789], [-4.2210, 0.2436, 0.3512], [-3.1404, -0.1634, -0.9964], [-4.7797, -0.8224, -0.9335], [-2.5143, -1.4492, 1.0079], [-3.0974, -2.5543, -0.2179], [-7.0769, -4.8285, 0.9868], [-7.9981, -3.3015, 1.0189], [-7.8121, -4.2617, 2.4993], [-6.6611, 0.5209, -10.2633], [-5.9078, 0.0053, -9.0557], [-4.5285, -0.2528, -9.3566], [-3.7510, 0.8266, -9.4294], [-4.0932, 1.9632, -9.2472], [-2.5186, 0.4219, -9.7349], [-1.5783, 1.4834, -9.9184], [-6.5477, -0.1648, -11.1042], [-7.7214, 0.6225, -10.0326], [-6.2838, 1.4935, -10.5757], [-6.3170, -0.9524, -8.7400], [-5.9818, 0.6914, -8.2126], [-1.5646, 2.1468, -9.0571], [-1.8153, 2.0441, -10.8212], [-0.6038, 1.0168, -10.0296]], "forces_ev_per_a": [[0.1, 1.0, -1.0], [-0.4, -1.2, 1.6], [-0.1, 0.1, -0.3], [1.0, -0.3, -0.2], [0.3, 0.2, -0.8], [-0.5, -0.1, 0.4], [-0.3, 0.8, -0.5], [0.3, 0.8, 0.7], [-0.1, -0.3, -0.5], [-0.4, -0.4, 0.0], [-0.4, 0.0, -0.3], [0.0, -0.3, 0.0], [0.1, 0.1, 0.4], [0.2, -0.3, 0.4], [0.3, 0.0, 0.0], [-0.2, 0.1, -0.2], [0.5, 0.5, -0.6], [0.3, 0.0, 0.3], [-0.3, -0.3, 0.2], [-0.2, 0.0, -0.2], [-0.3, 0.1, 0.0], [0.1, -0.3, 0.3], [0.1, -0.2, 0.1], [0.0, 0.0, -0.3], [0.1, 0.4, 0.3], [0.1, 0.0, 0.0], [-0.2, 0.0, 0.1], [0.2, 0.0, 0.0], [0.0, -0.1, -0.1], [0.0, -0.2, -0.2], [0.0, 0.0, 0.1], [-0.1, 0.0, 0.0], [0.1, -0.1, 0.0], [-0.1, -0.1, -0.1], [0.0, -0.1, -0.2], [0.0, 0.1, 0.0], [0.1, 0.0, 0.0], [-0.1, 0.0, 0.1], [0.2, -0.1, 0.0], [-0.3, 0.1, -0.4], [-0.1, 0.0, 0.0], [-0.1, 0.0, 0.1], [0.1, 0.1, -0.1], [0.1, -0.1, 0.1], [0.2, 0.0, 0.1], [-0.1, 0.0, 0.0], [0.0, 0.0, 0.0], [0.0, 0.1, 0.0], [0.0, -0.1, 0.2], [0.1, 0.0, 0.0], [0.0, 0.0, -0.1], [0.0, 0.1, 0.0], [-0.1, -0.1, 0.0], [0.3, 0.1, 0.1], [-0.4, 0.2, 0.1], [0.0, 0.0, -0.1], [-0.1, 0.0, -0.2], [0.0, 0.0, 0.2], [0.1, 0.0, 0.0], [0.2, -0.1, 0.0], [-0.1, 0.0, -0.1], [0.0, 0.0, 0.0], [-0.1, -0.1, 0.1], [0.1, -0.1, -0.1], [0.2, 0.0, 0.1], [-0.1, 0.1, 0.0], [-0.1, 0.0, 0.1], [-0.1, 0.0, -0.1], [-0.3, 0.0, 0.0], [0.0, 0.2, -0.3], [0.0, 0.0, 0.0], [0.1, 0.0, 0.1], [-0.1, 0.0, -0.1], [-0.1, 0.0, 0.0], [-0.2, -0.1, 0.1], [0.1, 0.0, 0.0], [0.1, 0.0, 0.0], [0.1, -0.1, 0.0], [0.0, -0.1, 0.3], [-0.1, -0.1, 0.0], [0.0, 0.1, -0.1], [0.0, 0.0, -0.1], [0.1, 0.1, 0.1], [0.2, 0.1, -0.2], [-0.4, 0.0, 0.1], [0.0, -0.1, 0.0], [0.0, -0.2, 0.0], [0.0, 0.2, 0.0], [0.1, 0.0, 0.0], [0.2, 0.1, 0.0], [-0.1, -0.1, 0.0], [0.0, 0.0, 0.0], [0.0, 0.0, 0.1], [0.2, -0.1, 0.0], [0.1, 0.1, -0.1], [-0.1, 0.0, 0.0], [-0.1, 0.1, 0.1], [-0.1, -0.1, 0.0]], "lowdin_charge": [0.093, -0.555, 0.137, 0.114, -0.469, -0.022, 0.490, -0.496, 0.013, 0.016, -0.408, 0.115, 0.126, -0.360, 0.142, 0.156, -0.519, 0.169, 0.161, 0.174, 0.118, -0.092, -0.069, -0.050, -0.193, 0.008, -0.610, 0.132, 0.002, -0.051, 0.082, 0.057, 0.080, 0.125, 0.116, 0.094, 0.099, 0.092, -0.063, -0.204, 0.041, -0.615, 0.124, -0.002, -0.042, 0.080, 0.079, 0.073, 0.124, 0.116, 0.097, 0.097, 0.091, -0.057, -0.195, 0.045, -0.618, 0.122, 0.000, -0.052, 0.085, 0.078, 0.075, 0.105, 0.125, 0.093, 0.097, 0.089, -0.054, -0.195, 0.050, -0.617, 0.119, 0.003, -0.050, 0.086, 0.077, 0.072, 0.095, 0.127, 0.093, 0.096, 0.091, -0.067, -0.211, 0.032, -0.616, 0.129, -0.004, -0.034, 0.081, 0.080, 0.074, 0.122, 0.125, 0.097, 0.098, 0.094]}



{"formula": "C11H12NS2", "method": "the ωB97M-V functional and the def2-TZVPD basis", "relative_energy_kcal_mol": 101.1, "homo_lumo_gap_ev": [5.2, 4.9], "homo_ev": [-11.3, -11.2], "e_tot_ha": -1277.036390, "total_charge": 1, "lumo_ev": [-6.198, -6.374], "species": ["C", "C", "C", "C", "C", "C", "C", "C", "C", "C", "C", "N", "S", "S", "H", "H", "H", "H", "H", "H", "H", "H", "H", "H", "H", "H"], "positions_angstrom": [[3.6941, -1.5871, 0.6865], [2.6516, -1.4553, 1.6041], [3.5475, -1.0692, -0.6964], [1.5279, -0.7835, 1.2454], [2.3771, -0.4694, -1.0440], [-1.7210, 1.7915, -0.5410], [1.3682, -0.2709, -0.0586], [-0.4223, 1.3035, -0.1183], [-2.7022, -0.4232, 0.5075], [0.1418, 2.2925, 0.8839], [-5.3297, -1.4856, 0.2008], [0.2595, 0.3177, -0.5440], [-3.2063, 1.0356, -0.2947], [-3.6745, -1.6383, 0.9005], [4.5847, -2.2260, 1.0015], [2.8764, -1.7392, 2.6109], [4.2754, -1.2151, -1.4772], [0.8234, -0.4841, 1.9227], [2.2513, 0.0426, -2.0026], [-1.9714, 2.7352, -0.9852], [0.6194, 1.6336, 1.7477], [0.9150, 2.8580, 0.4387], [-0.7684, 2.8520, 1.2462], [-5.9483, -2.3739, 0.3800], [-5.2949, -1.0881, -0.8997], [-5.6939, -0.6297, 0.6928]], "forces_ev_per_a": [[0.6, -0.7, -2.0], [2.1, 0.1, -0.8], [0.3, -1.4, 2.6], [0.1, 1.3, -2.3], [-0.5, 0.9, 0.6], [-1.4, -1.6, -0.4], [2.2, -0.9, -0.1], [1.6, 0.0, 0.0], [-0.1, 0.4, 0.2], [-1.5, -1.8, 2.7], [0.4, 0.8, -2.5], [-3.5, 0.3, -0.6], [1.1, -0.6, 0.2], [0.4, -0.4, -0.3], [-1.1, 1.3, -0.7], [-0.4, -0.3, 0.4], [0.5, -0.1, 0.3], [-1.9, 0.1, 1.8], [-0.1, -0.6, 0.1], [0.8, 0.9, 0.0], [-1.2, 1.6, -1.6], [0.6, 1.0, -0.4], [1.7, 0.1, 0.3], [0.3, 0.3, -0.2], [0.0, -1.5, 1.7], [-1.1, 0.8, 1.0]], "nbo_charge": [-0.159, -0.219, -0.193, -0.200, -0.193, -0.146, 0.089, 0.188, -0.603, -0.651, -0.824, -0.280, 0.597, 0.677, 0.236, 0.233, 0.234, 0.207, 0.228, 0.256, 0.270, 0.258, 0.229, 0.275, 0.253, 0.238]}



{"formula": "C7H33NO8", "method": "the ωB97M-V functional and the def2-TZVPD basis", "s_squared": 0.75, "multiplicity": 2, "relative_energy_kcal_mol": 1.2, "homo_lumo_gap_ev": [2.2, 8.0], "homo_ev": [0.2, -5.6], "e_tot_ha": -943.144010, "total_charge": -1, "lumo_ev": [2.399, 2.378], "species": ["C", "N", "C", "C", "C", "C", "C", "C", "H", "H", "H", "H", "H", "H", "H", "H", "H", "H", "H", "H", "H", "H", "H", "H", "H", "H", "H", "O", "H", "H", "O", "H", "H", "O", "H", "H", "O", "H", "H", "O", "H", "H", "O", "H", "H", "O", "H", "H", "O"], "positions_angstrom": [[1.0449, -2.3365, 0.2124], [0.3422, -1.3643, 1.0209], [-0.6402, -0.4972, 0.3941], [-0.4362, 0.9013, 0.9503], [0.9212, 1.5407, 0.6941], [1.1014, 2.7950, 1.5664], [-2.0954, -0.9941, 0.6483], [2.2180, -1.7593, -0.5844], [0.3336, -2.9325, -0.3542], [1.5293, -2.9918, 0.9403], [0.7906, -0.9223, 1.8011], [-0.5295, -0.5586, -0.6962], [-1.1790, 1.5833, 0.5205], [-0.7218, 0.8405, 2.0076], [1.7760, 0.9001, 0.9101], [0.9321, 1.8146, -0.3572], [1.0676, 2.4753, 2.6088], [2.0714, 3.2353, 1.3395], [0.2747, 3.4940, 1.4342], [-2.7139, -0.1031, 0.8159], [-2.0513, -1.4926, 1.6140], [-2.5294, -1.5209, -0.1974], [3.0995, -1.5778, 0.0233], [2.4578, -2.3645, -1.4647], [1.9534, -0.8143, -1.0759], [-0.1386, 0.2380, -5.5282], [0.3660, -0.9599, -4.8896], [0.7215, -0.1876, -5.3710], [-1.4153, -0.8693, 5.1556], [-1.7667, 0.1808, 4.0832], [-1.3121, 0.0688, 4.9253], [-1.0245, -1.3149, -3.1796], [-1.4130, 0.1399, -3.2733], [-1.5336, -0.7007, -3.7577], [0.3729, 2.2701, -2.9301], [-0.0093, 1.3123, -1.6879], [-0.2714, 2.0443, -2.2509], [-0.3009, -1.8540, 3.6315], [-1.0028, -3.1777, 3.5399], [-0.8259, -2.4673, 4.1727], [-3.8683, 1.3554, -3.3621], [-2.9637, 2.1500, -2.4640], [-3.8915, 2.0891, -2.7307], [1.9447, 0.3766, -4.0841], [3.3631, 0.8704, -3.8209], [2.6390, 0.4051, -3.3895], [0.3762, 0.1787, 4.4764], [1.8720, 0.4176, 4.1839], [1.0651, 0.0841, 3.7791]], "forces_ev_per_a": [[1.3, 0.4, 1.3], [-1.2, -0.4, -0.1], [-0.3, -0.6, -0.1], [-0.6, 0.2, -0.3], [-0.2, 0.5, 0.7], [-0.2, -0.7, -0.2], [0.5, 1.5, 0.5], [-0.8, 0.4, -1.4], [0.0, 0.2, -0.3], [-0.3, -0.5, 0.0], [0.7, -0.1, -0.1], [0.4, 0.4, -0.1], [-0.1, -0.1, -0.1], [0.4, 0.1, 0.2], [-0.2, -0.3, -0.2], [0.5, 0.1, 0.1], [0.2, 0.1, 0.1], [-0.1, 0.4, 0.1], [0.2, 0.2, -0.2], [-0.2, -0.1, -0.2], [-0.4, -0.6, -0.2], [0.1, -0.5, 0.3], [0.1, -0.1, 0.1], [0.3, -0.3, 0.3], [-0.1, 0.0, 0.3], [0.2, 0.3, 0.0], [0.4, 0.0, 0.1], [-0.4, -0.2, -0.1], [-0.1, 0.1, -0.3], [0.0, -0.1, 0.0], [-0.2, 0.2, 0.5], [-0.2, -0.1, -0.2], [0.0, 0.1, -0.2], [-0.1, 0.0, 0.4], [0.4, -0.6, 0.2], [0.6, -0.3, -0.6], [-1.3, 0.8, 0.0], [0.1, -0.1, 0.1], [-0.1, 0.1, 0.2], [0.1, -0.2, -0.5], [-0.1, 0.1, 0.1], [0.0, 0.1, 0.0], [0.1, -0.2, -0.1], [0.1, -0.2, 0.2], [0.1, 0.0, 0.0], [-0.1, 0.3, -0.2], [0.1, 0.0, -0.5], [0.1, -0.1, -0.2], [0.2, 0.0, 0.5]], "nbo_charge": [-0.235, -0.693, -0.089, -0.406, -0.406, -0.601, -0.639, -0.671, 0.185, 0.175, 0.390, 0.168, 0.210, 0.183, 0.200, 0.207, 0.201, 0.200, 0.198, 0.196, 0.195, 0.220, 0.189, 0.211, 0.222, 0.466, 0.456, -1.072, 0.507, 0.486, -0.966, 0.340, 0.435, -1.219, 0.473, 0.467, -1.043, 0.498, 0.484, -0.981, 0.464, 0.475, -0.980, 0.496, 0.447, -1.018, 0.500, 0.470, -0.992]}